(1)
{
  "formula": "C4H7NS",
  "method": "wB97M-V/def2-TZVPD",
  "smiles": "C=C(C)C(N)=S",
  "e_homo_ev": -8.2768,
  "relative_energy_ev": 0.982,
  "symbols": ["S", "N", "C", "C", "C", "C", "H", "H", "H", "H", "H", "H", "H"],
  "xyz": [[2.58, -0.55, -0.02], [1.08, 1.57, -0.06], [-0.16, -1.79, 0.02], [1.14, 0.25, 0.00], [-0.17, -0.50, -0.03], [-1.41, 0.31, -0.03], [0.19, 1.94, 0.28], [-1.04, -2.36, -0.05], [-1.30, 0.88, -0.92], [-1.38, 0.82, 0.93], [2.00, 2.05, 0.02], [-2.34, -0.35, -0.13], [0.81, -2.27, -0.01]],
  "mulliken_charge": [-0.4230, -0.3635, -0.9345, 0.2034, 0.9231, -1.5578, 0.2439, 0.2875, 0.4205, 0.3704, 0.2401, 0.3270, 0.2628]
}

(2)
{
  "formula": "C4H7NS",
  "method": "wB97M-V/def2-TZVPD",
  "smiles": "CN1CC(=S)C1",
  "e_homo_ev": -8.7091,
  "relative_energy_ev": 2.053,
  "symbols": ["S", "N", "C", "C", "C", "C", "H", "H", "H", "H", "H", "H", "H"],
  "xyz": [[-3.20, -0.05, 0.09], [0.50, 0.04, -0.51], [-0.55, 1.09, -0.22], [1.70, -0.07, 0.32], [-1.63, 0.02, -0.13], [-0.55, -1.00, -0.27], [-0.42, 1.72, 0.68], [1.48, 0.10, 1.36], [-0.69, -1.71, -1.11], [2.44, 0.67, -0.02], [2.07, -1.09, 0.15], [-0.79, 1.81, -1.02], [-0.37, -1.53, 0.67]],
  "mulliken_charge": [-0.3351, -0.1761, -0.3456, -0.9378, 0.1085, -0.3542, 0.2568, 0.3781, 0.2548, 0.2853, 0.3412, 0.2436, 0.2804]
}

(3)
{
  "formula": "C4H7NS",
  "method": "wB97M-V/def2-TZVPD",
  "smiles": "CN1CCC1=S",
  "e_homo_ev": -8.4989,
  "relative_energy_ev": 1.939,
  "symbols": ["S", "N", "C", "C", "C", "C", "H", "H", "H", "H", "H", "H", "H"],
  "xyz": [[2.34, -0.10, -1.55], [-0.20, -0.39, -0.38], [1.14, 0.30, -0.63], [-0.71, 0.78, 0.35], [-0.53, -1.78, -0.03], [0.60, 1.53, 0.16], [-0.87, 0.50, 1.31], [1.18, 1.73, 0.98], [-0.46, -2.46, -0.89], [-1.64, 1.20, -0.09], [-1.55, -1.78, 0.34], [0.14, -2.06, 0.75], [0.56, 2.53, -0.31]],
  "mulliken_charge": [-0.3702, -0.0075, 0.1386, -0.5029, -0.8492, -0.4571, 0.3256, 0.2600, 0.2628, 0.2579, 0.3512, 0.3366, 0.2543]
}

(4)
{
  "formula": "C4H7NS",
  "method": "wB97M-V/def2-TZVPD",
  "smiles": "CSCCC#N",
  "e_homo_ev": -8.8794,
  "relative_energy_ev": 0.745,
  "symbols": ["S", "N", "C", "C", "C", "C", "H", "H", "H", "H", "H", "H", "H"],
  "xyz": [[0.74, -0.67, -0.86], [-2.98, -1.54, -0.02], [-2.35, -0.59, -0.15], [-1.57, 0.69, -0.39], [-0.11, 0.68, 0.01], [2.16, -0.80, 0.25], [-1.64, 0.89, -1.43], [1.89, -1.41, 1.14], [3.07, -1.16, -0.25], [-2.02, 1.46, 0.19], [0.38, 1.63, -0.26], [0.04, 0.55, 1.09], [2.39, 0.24, 0.67]],
  "mulliken_charge": [-0.0839, -0.3976, 0.2587, -0.5727, -0.6184, -0.7804, 0.3084, 0.2716, 0.3215, 0.3102, 0.3786, 0.3695, 0.2346]
}

(5)
{
  "formula": "C4H7NS2",
  "method": "wB97M-V/def2-TZVPD",
  "smiles": "C=C(CN)SC=S",
  "e_homo_ev": -8.6669,
  "relative_energy_ev": 1.716,
  "symbols": ["S", "S", "N", "C", "C", "C", "C", "H", "H", "H", "H", "H", "H", "H"],
  "xyz": [[-2.84, -0.58, -0.16], [-0.48, 0.73, 0.72], [3.05, -1.22, -0.18], [1.23, 0.43, 0.04], [-1.56, 0.23, -0.60], [1.64, -1.01, 0.22], [1.88, 1.43, -0.53], [1.49, 2.40, -0.79], [-1.29, 0.51, -1.59], [2.93, 1.37, -0.65], [3.74, -1.07, 0.57], [1.51, -1.24, 1.27], [3.21, -0.49, -0.89], [1.00, -1.66, -0.35]],
  "mulliken_charge": [-0.2105, -0.0608, -0.6225, 0.1935, -0.1930, -0.3990, -0.8155, 0.2724, 0.3508, 0.3269, 0.2775, 0.3532, 0.2356, 0.2915]
}

(6)
{
  "formula": "C4H7NS2",
  "method": "wB97M-V/def2-TZVPD",
  "e_homo_ev": -7.5635,
  "relative_energy_ev": 3.058,
  "symbols": ["S", "S", "N", "C", "C", "C", "C", "H", "H", "H", "H", "H", "H", "H"],
  "xyz": [[0.13, 1.47, 1.27], [-2.06, -0.50, 0.54], [0.39, 1.23, -0.27], [-0.85, -0.85, -0.62], [1.22, -0.38, -1.83], [0.18, -0.02, -0.86], [-1.13, 0.44, 1.95], [1.40, 0.33, -2.56], [2.16, -0.35, -1.12], [-1.92, 1.09, 2.41], [-1.03, -1.67, -1.27], [1.09, -1.38, -2.15], [0.97, 0.84, 1.94], [-0.55, -0.23, 2.57]],
  "mulliken_charge": [0.1486, -0.1377, -0.5148, -0.2674, -1.0191, 0.4272, -0.6449, 0.3157, 0.1989, 0.3263, 0.3083, 0.3485, 0.1163, 0.3939]
}

(7)
{
  "formula": "C4H7NSSi",
  "method": "wB97M-V/def2-TZVPD",
  "e_homo_ev": [-8.9748, -7.5809],
  "relative_energy_ev": 3.684,
  "symbols": ["S", "Si", "N", "C", "C", "C", "C", "H", "H", "H", "H", "H", "H", "H"],
  "xyz": [[-3.51, -1.27, 0.17], [1.92, -2.36, 0.02], [-1.89, -1.78, -0.04], [-1.72, 0.54, -0.14], [-3.10, 0.39, -0.05], [-1.03, 1.92, -0.24], [-1.16, -0.75, -0.24], [-0.51, 2.07, 0.69], [1.05, -3.06, -0.86], [-0.26, 1.83, -1.00], [3.29, -1.95, -0.31], [-3.64, 1.30, -0.01], [2.09, -2.74, 1.37], [-1.76, 2.67, -0.47]],
  "mulliken_charge": [-0.0035, 0.3264, -0.3638, 0.3836, -0.3504, -1.0805, -0.0408, 0.2618, -0.0460, 0.3084, -0.0667, 0.3732, -0.0740, 0.3724]
}

(8)
{
  "formula": "C4H7O2",
  "method": "wB97M-V/def2-TZVPD",
  "charge": -1,
  "smiles": "[O-]/C=C/CCO",
  "e_homo_ev": -2.1866,
  "relative_energy_ev": 2.208,
  "symbols": ["O", "O", "C", "C", "C", "C", "H", "H", "H", "H", "H", "H", "H"],
  "xyz": [[-1.46, -0.13, 2.35], [1.38, -0.63, -2.52], [-0.74, -0.50, 1.17], [0.58, -0.21, -1.64], [0.86, 0.62, -0.56], [-0.17, 0.79, 0.53], [-0.46, -0.61, -1.75], [0.33, 1.32, 1.33], [0.01, -1.26, 1.36], [-1.03, 1.43, 0.33], [-1.45, -0.90, 0.44], [1.90, 0.66, -0.26], [-1.38, 0.81, 2.52]],
  "mulliken_charge": [-0.5339, -0.7353, -0.1600, 0.0199, -0.6487, -0.7560, 0.2148, 0.3772, 0.3025, 0.2880, 0.1909, 0.1526, 0.2880]
}

(9)
{
  "formula": "C4H7O2P",
  "method": "wB97M-V/def2-TZVPD",
  "e_homo_ev": -9.4675,
  "relative_energy_ev": 1.904,
  "symbols": ["P", "O", "O", "C", "C", "C", "C", "H", "H", "H", "H", "H", "H", "H"],
  "xyz": [[-0.62, 1.25, -0.86], [1.03, 1.24, -0.50], [-1.14, 2.36, -1.66], [1.41, 0.73, 0.70], [-0.88, -0.30, -1.87], [0.31, 0.39, 1.72], [-0.93, 0.53, 1.35], [-1.94, -0.30, -2.04], [0.80, -0.06, 2.72], [1.93, 1.49, 1.32], [-1.86, 0.63, 1.77], [2.16, -0.06, 0.48], [-0.40, 0.09, -2.89], [-0.40, -1.09, -1.35]],
  "mulliken_charge": [0.7240, -0.3314, -0.6266, -0.3717, -0.8766, -0.1101, -0.6539, 0.3152, 0.2445, 0.2952, 0.4669, 0.3185, 0.2909, 0.3151]
}

(10)
{
  "formula": "C4H7O2Ru",
  "method": "wB97M-V/def2-TZVPD",
  "multiplicity": 6,
  "e_homo_ev": [-5.6150, -7.0963],
  "symbols": ["Ru", "O", "O", "C", "C", "C", "C", "H", "H", "H", "H", "H", "H", "H"],
  "xyz": [[4.43, 0.87, 0.70], [-2.45, 0.32, 0.93], [2.56, -0.11, 0.90], [-0.78, -0.45, -0.63], [-1.86, 0.59, -0.28], [1.60, -0.10, 0.13], [0.25, -0.57, 0.49], [-1.28, -1.42, -0.75], [1.69, 0.45, -0.83], [-1.34, 1.59, -0.29], [-0.33, -0.22, -1.62], [0.13, -1.59, 1.01], [-0.04, 0.04, 1.37], [-2.58, 0.59, -1.13]],
  "mulliken_charge": [-0.0440, -0.3218, -0.4188, -0.6642, -0.4226, -0.0545, -0.3843, 0.3031, 0.2388, 0.2957, 0.4363, 0.3845, 0.3294, 0.3224]
}

(11)
{
  "formula": "C4H7O2S2",
  "method": "wB97M-V/def2-TZVPD",
  "charge": -1,
  "smiles": "CSSCCC(=O)[O-]",
  "e_homo_ev": -4.0892,
  "relative_energy_ev": 0.016,
  "symbols": ["S", "S", "O", "O", "C", "C", "C", "C", "H", "H", "H", "H", "H", "H", "H"],
  "xyz": [[-1.23, 0.37, -1.08], [-0.05, 1.85, -1.69], [2.08, -2.62, 0.38], [0.61, -2.92, 2.09], [-0.25, -0.58, 0.20], [-0.22, -2.07, 0.01], [-0.19, 3.23, -0.53], [0.97, -2.61, 0.95], [0.71, -0.08, 0.21], [0.06, -2.27, -1.02], [-0.40, 2.87, 0.47], [0.80, 3.69, -0.47], [-1.20, -2.53, 0.15], [-0.70, -0.26, 1.13], [-0.98, 3.93, -0.80]],
  "mulliken_charge": [-0.1303, -0.1172, -0.7056, -0.7166, -0.7243, -0.4975, -0.7483, 0.4729, 0.3903, 0.3001, 0.2474, 0.2719, 0.3125, 0.3724, 0.2723]
}

(12)
{
  "formula": "C4H7O2Y",
  "method": "wB97M-V/def2-TZVPD",
  "charge": 1,
  "multiplicity": 2,
  "e_homo_ev": [-10.9106, -11.4086],
  "symbols": ["Y", "O", "O", "C", "C", "C", "C", "H", "H", "H", "H", "H", "H", "H"],
  "xyz": [[-1.05, -2.49, 1.95], [1.21, 1.78, 1.39], [-1.58, -1.47, 0.04], [0.01, 0.76, -0.37], [-0.03, -0.30, -1.45], [0.85, 0.61, 0.75], [-1.36, -0.53, -0.80], [0.68, -1.12, -1.31], [0.27, -0.60, 1.67], [-0.12, 0.11, -2.47], [2.02, 1.65, 1.89], [1.68, -0.10, 0.64], [-2.23, -0.09, -1.31], [-0.35, 1.76, -0.61]],
  "mulliken_charge": [1.0598, -0.4764, -0.5931, -0.2630, -0.5764, -0.1957, 0.1903, 0.2827, -0.2409, 0.2650, 0.3660, 0.3702, 0.3692, 0.4425]
}

- What is the formula in the third record?
  C4H7NS

What did the twelfth record say?
{
  "formula": "C4H7O2Y",
  "method": "wB97M-V/def2-TZVPD",
  "charge": 1,
  "multiplicity": 2,
  "e_homo_ev": [-10.9106, -11.4086],
  "symbols": ["Y", "O", "O", "C", "C", "C", "C", "H", "H", "H", "H", "H", "H", "H"],
  "xyz": [[-1.05, -2.49, 1.95], [1.21, 1.78, 1.39], [-1.58, -1.47, 0.04], [0.01, 0.76, -0.37], [-0.03, -0.30, -1.45], [0.85, 0.61, 0.75], [-1.36, -0.53, -0.80], [0.68, -1.12, -1.31], [0.27, -0.60, 1.67], [-0.12, 0.11, -2.47], [2.02, 1.65, 1.89], [1.68, -0.10, 0.64], [-2.23, -0.09, -1.31], [-0.35, 1.76, -0.61]],
  "mulliken_charge": [1.0598, -0.4764, -0.5931, -0.2630, -0.5764, -0.1957, 0.1903, 0.2827, -0.2409, 0.2650, 0.3660, 0.3702, 0.3692, 0.4425]
}